This record from the Open Molecules 2025 dataset describes a cluster of 22 separate species, C52H152N4O40 in total. The level of theory is ωB97M-V/def2-TZVPD.

The net charge is 0. As for the spin multiplicity: 1. As for the HOMO energy: -8.7 eV. The calculation puts the total energy at -144235.988 eV.

Last column: Mulliken charge in e.
CARTESIAN COORDINATES (ANGSTROEM)
1 C -0.378 -5.867 -3.606  -1.161
2 C 1.197 -5.875 -3.503  0.946
3 C 1.919 -5.658 -4.928  -0.702
4 O 1.666 -6.854 -5.639  -0.341
5 C 2.498 -7.110 -6.796  -0.793
6 N 1.566 -4.792 -2.583  -0.506
7 H -0.764 -6.290 -2.679  0.352
8 H -0.770 -6.596 -4.315  0.534
9 H -0.787 -4.868 -3.757  -0.090
10 H 1.546 -6.803 -3.050  0.322
11 H 2.988 -5.480 -4.805  0.500
12 H 1.544 -4.785 -5.462  0.135
13 H 2.586 -6.188 -7.370  0.305
14 H 2.129 -7.958 -7.373  0.262
15 H 3.525 -7.386 -6.556  0.289
16 H 1.334 -3.866 -2.912  0.021
17 H 1.009 -4.867 -1.745  0.333
18 C 6.473 2.117 -0.037  -1.739
19 C 5.018 2.584 0.272  0.737
20 C 3.989 1.839 -0.541  -1.011
21 O 2.721 2.457 -0.492  0.322
22 C 2.559 3.547 -1.481  -0.355
23 N 4.783 2.598 1.698  -0.058
24 H 6.642 2.132 -1.114  0.459
25 H 6.600 1.082 0.282  0.272
26 H 7.283 2.666 0.443  0.400
27 H 4.959 3.594 -0.132  0.458
28 H 3.940 0.784 -0.273  -0.428
29 H 4.190 1.794 -1.611  0.808
30 H 2.000 3.176 -2.340  -0.278
31 H 3.459 4.081 -1.785  0.543
32 H 1.940 4.292 -0.981  -0.187
33 H 5.481 3.141 2.187  0.349
34 H 4.046 3.210 2.019  -0.480
35 C -4.475 -3.774 -6.707  -1.601
36 C -4.314 -3.683 -5.179  1.324
37 C -4.205 -2.182 -4.813  -1.357
38 O -3.838 -2.072 -3.422  -0.014
39 C -3.750 -0.705 -2.859  -0.656
40 N -5.480 -4.154 -4.560  -0.715
41 H -4.634 -4.792 -7.063  0.408
42 H -3.577 -3.377 -7.179  0.339
43 H -5.220 -3.063 -7.063  0.391
44 H -3.346 -4.152 -5.001  -0.328
45 H -5.120 -1.658 -5.089  0.615
46 H -3.575 -1.628 -5.508  0.289
47 H -4.507 -0.057 -3.302  0.741
48 H -2.797 -0.217 -3.065  0.204
49 H -3.687 -0.819 -1.777  -0.236
50 H -5.257 -4.392 -3.604  0.270
51 H -5.739 -5.054 -4.938  0.321
52 C 2.704 9.107 -2.149  -1.291
53 C 1.444 9.125 -1.291  0.338
54 C 0.930 7.759 -0.968  0.124
55 O 0.398 7.110 -2.152  -0.443
56 C -0.621 6.203 -1.843  -0.557
57 N 1.748 9.905 -0.055  -0.741
58 H 3.065 10.120 -2.323  0.373
59 H 2.441 8.785 -3.156  0.325
60 H 3.579 8.532 -1.846  0.300
61 H 0.544 9.558 -1.729  0.322
62 H 0.158 7.791 -0.200  -0.179
63 H 1.748 7.162 -0.564  0.143
64 H -0.909 5.512 -2.635  0.288
65 H -1.556 6.586 -1.432  0.403
66 H -0.273 5.483 -1.102  -0.013
67 H 0.937 9.954 0.545  0.235
68 H 1.853 10.862 -0.361  0.283
69 C -0.485 -1.013 -5.534  0.090
70 C -0.430 -2.538 -5.541  0.699
71 O -0.981 -3.147 -6.706  -0.725
72 O 0.505 -0.416 -6.465  -0.688
73 H -0.283 -0.565 -4.561  -0.633
74 H -1.442 -0.680 -5.934  0.859
75 H -1.025 -2.916 -4.709  -0.567
76 H 0.604 -2.829 -5.362  0.107
77 H -0.906 -4.087 -6.528  0.389
78 H -0.050 -0.014 -7.137  0.400
79 C -2.555 7.249 2.377  -0.869
80 C -1.859 5.873 2.351  0.958
81 O -2.491 5.010 1.390  0.122
82 O -3.879 7.079 2.853  -0.580
83 H -2.560 7.832 1.456  0.328
84 H -2.054 7.867 3.121  0.410
85 H -1.924 5.374 3.318  -0.114
86 H -0.848 6.171 2.072  -0.497
87 H -2.968 4.322 1.860  -0.174
88 H -4.474 6.877 2.126  0.291
89 C 3.414 0.665 4.711  0.856
90 C 2.736 -0.720 4.798  0.364
91 O 3.539 -1.807 4.423  -0.239
92 O 4.524 0.685 5.647  -0.738
93 H 2.672 1.431 4.938  -0.766
94 H 3.886 0.759 3.733  0.031
95 H 1.871 -0.691 4.134  -0.307
96 H 2.419 -0.814 5.836  0.374
97 H 2.976 -2.583 4.476  -0.067
98 H 5.176 0.010 5.445  0.435
99 C 4.763 -5.361 3.470  0.205
100 C 3.425 -6.053 3.885  -0.343
101 O 3.505 -7.457 3.946  -0.573
102 O 5.734 -5.373 4.444  -0.517
103 H 4.442 -4.341 3.259  -0.490
104 H 4.945 -5.724 2.459  0.466
105 H 2.576 -5.654 3.329  -0.092
106 H 3.291 -5.662 4.893  0.519
107 H 4.185 -7.629 4.601  0.333
108 H 6.497 -5.772 4.020  0.402
109 C 2.550 -0.706 -2.839  0.050
110 C 2.603 0.355 -4.026  0.010
111 O 2.888 -0.258 -5.318  -0.766
112 O 1.376 -1.550 -2.831  1.685
113 H 2.602 -0.127 -1.918  -0.195
114 H 3.482 -1.272 -2.817  0.054
115 H 3.326 1.148 -3.836  0.374
116 H 1.600 0.780 -4.073  -0.525
117 H 2.025 -0.448 -5.691  0.377
118 H 0.750 -1.296 -2.150  -0.871
119 C -5.086 -0.557 4.311  -0.322
120 C -3.744 -0.049 3.732  0.758
121 O -3.356 1.026 4.518  -0.726
122 O -4.932 -0.916 5.651  -0.567
123 H -5.360 -1.403 3.681  0.400
124 H -5.790 0.271 4.227  -0.011
125 H -3.881 0.140 2.668  0.105
126 H -3.003 -0.843 3.819  -0.451
127 H -3.231 0.709 5.415  0.324
128 H -5.778 -1.197 6.009  0.349
129 C -6.603 -1.571 0.609  -0.005
130 C -6.817 -0.488 -0.486  0.707
131 O -8.074 -0.784 -1.109  -0.604
132 O -7.183 -1.193 1.882  -0.470
133 H -5.555 -1.585 0.907  -0.143
134 H -6.932 -2.551 0.264  0.475
135 H -5.992 -0.511 -1.198  -0.439
136 H -6.883 0.533 -0.110  -0.005
137 H -7.876 -1.520 -1.693  0.359
138 H -8.100 -1.468 1.813  0.234
139 C -2.006 2.868 -4.860  -1.077
140 C -0.669 2.575 -4.220  0.130
141 O -0.999 2.108 -2.937  0.382
142 O -2.718 4.030 -4.269  -0.645
143 H -2.600 1.955 -4.839  0.115
144 H -1.991 3.062 -5.933  0.489
145 H -0.054 3.473 -4.168  0.324
146 H -0.110 1.803 -4.749  0.181
147 H -1.626 2.689 -2.499  -0.912
148 H -3.428 3.737 -3.692  0.139
149 C -2.211 -3.290 -0.709  0.815
150 C -3.032 -4.554 -1.165  0.103
151 O -4.168 -4.628 -0.334  -0.658
152 O -1.566 -3.341 0.489  -0.616
153 H -2.901 -2.447 -0.671  -0.007
154 H -1.470 -3.006 -1.457  -0.444
155 H -2.415 -5.424 -0.939  0.401
156 H -3.343 -4.486 -2.208  -0.441
157 H -3.847 -4.643 0.571  0.364
158 H -1.018 -2.554 0.535  -0.215
159 C -6.406 3.158 3.675  -0.534
160 C -5.361 3.175 2.537  0.243
161 O -4.021 3.221 2.913  -0.276
162 O -7.699 3.549 3.261  -0.611
163 H -6.267 3.986 4.370  0.376
164 H -6.424 2.230 4.247  0.074
165 H -5.538 3.984 1.829  0.364
166 H -5.444 2.212 2.033  -0.024
167 H -3.844 2.443 3.447  -0.033
168 H -7.690 4.472 2.998  0.337
169 C 0.078 -3.809 4.207  -0.642
170 C -0.561 -2.385 4.039  1.144
171 O -0.573 -1.590 5.216  -0.589
172 O 1.285 -3.784 4.931  -0.411
173 H 0.216 -4.240 3.215  -0.176
174 H -0.585 -4.457 4.779  0.550
175 H -1.548 -2.488 3.588  0.156
176 H 0.101 -1.864 3.348  -0.656
177 H -0.660 -0.686 4.905  0.190
178 H 1.065 -3.430 5.796  0.305
179 C 4.595 -3.101 0.681  -0.068
180 C 4.681 -2.876 -0.833  0.187
181 O 5.671 -1.930 -1.169  -0.538
182 O 3.683 -2.136 1.271  1.982
183 H 5.522 -3.209 1.243  0.061
184 H 4.200 -4.094 0.899  -0.354
185 H 3.711 -2.586 -1.239  -0.777
186 H 4.824 -3.841 -1.318  0.644
187 H 5.920 -2.078 -2.085  0.331
188 H 4.219 -1.494 1.742  -0.941
189 C -0.678 1.977 5.843  -0.469
190 C 0.162 3.253 5.734  -0.971
191 O -0.349 4.016 4.726  -0.158
192 O -0.225 1.167 4.785  0.801
193 H -1.688 2.284 5.570  -0.089
194 H -0.703 1.494 6.820  0.477
195 H 1.215 3.010 5.592  0.153
196 H 0.019 3.796 6.668  0.606
197 H -0.284 4.899 5.097  0.210
198 H -0.406 1.652 3.976  -0.306
199 C 1.177 -5.687 0.685  0.043
200 C 2.070 -6.737 0.111  -0.974
201 O 2.999 -6.178 -0.785  -0.622
202 O 0.193 -5.313 -0.269  -0.474
203 H 1.858 -4.886 0.974  -0.223
204 H 0.643 -6.041 1.567  0.558
205 H 1.478 -7.455 -0.456  0.354
206 H 2.557 -7.238 0.947  0.485
207 H 2.434 -5.668 -1.369  0.188
208 H -0.627 -4.975 0.098  0.083
209 C -3.577 2.844 -1.127  1.273
210 C -4.971 3.062 -1.783  -0.672
211 O -5.131 2.847 -3.190  -0.625
212 O -2.663 3.898 -1.259  0.122
213 H -3.088 1.906 -1.393  -0.539
214 H -3.819 2.938 -0.068  -0.601
215 H -5.379 3.979 -1.359  0.508
216 H -5.621 2.318 -1.323  0.238
217 H -6.071 2.878 -3.382  0.334
218 H -2.615 4.393 -0.438  0.316
219 C 1.160 3.777 1.942  1.147
220 C 1.897 4.871 2.729  -0.854
221 O 3.167 5.094 2.188  -0.571
222 O 1.738 2.484 2.019  1.615
223 H 1.127 4.092 0.900  -0.908
224 H 0.171 3.519 2.323  -0.188
225 H 2.108 4.653 3.776  0.288
226 H 1.297 5.781 2.691  0.455
227 H 3.496 5.768 2.788  0.328
228 H 2.391 2.361 1.327  -1.283
229 C -0.554 0.131 -0.104  -1.417
230 C 0.679 -0.448 0.644  0.837
231 O 0.648 -1.850 0.755  1.604
232 O -0.481 -0.142 -1.528  2.580
233 H -0.615 1.201 0.095  0.267
234 H -1.422 -0.293 0.402  0.139
235 H 0.738 -0.105 1.676  0.333
236 H 1.648 -0.130 0.259  -0.929
237 H 1.536 -2.188 0.893  -1.205
238 H -0.668 0.641 -2.051  -0.801
239 C 7.193 -1.533 3.780  -0.583
240 C 6.952 -0.130 3.119  -0.674
241 O 5.757 -0.156 2.358  0.337
242 O 6.220 -1.760 4.784  -0.574
243 H 8.209 -1.520 4.174  0.452
244 H 7.123 -2.283 2.993  0.122
245 H 7.717 0.187 2.410  0.369
246 H 6.838 0.695 3.823  0.476
247 H 5.619 0.751 2.075  -0.294
248 H 5.370 -1.827 4.344  0.220

Forces on atoms 1 to 6 (eV/Å):
C 0.9 -1.4 0.0
C -0.8 1.9 -1.3
C -0.6 -1.0 1.6
O 0.4 -0.8 -1.0
C 0.0 0.7 0.9
N 0.5 0.0 -0.4